115
Properties=species:S:1:pos:R:3:lowdin_charge:R:1 method="wB97M-V/def2-TZVPD" orbital_gap_ev=6.4 molar_mass_g_mol=1061.55 total_charge=0 homo_energy_ev=-6.28
Ba 0.42 1.09 -0.39 1.27
C 0.14 4.44 2.55 -0.29
P -0.65 2.79 2.38 0.78
C -2.33 3.18 3.02 -0.30
C 0.09 1.96 3.85 -0.43
C -0.37 0.51 3.99 -0.43
P 0.28 -0.54 2.61 0.78
C 2.00 -0.83 3.17 -0.27
C -0.49 -2.15 3.05 -0.28
H 1.20 4.33 2.34 0.02
H 0.01 4.87 3.55 0.04
H -0.30 5.13 1.82 0.04
H -2.30 3.64 4.01 0.04
H -2.94 2.28 3.05 0.01
H -2.82 3.87 2.33 0.02
H -0.15 2.54 4.76 0.08
H 1.17 2.01 3.71 0.07
H -1.46 0.44 3.96 0.07
H -0.05 0.09 4.95 0.08
H 2.06 -1.14 4.21 0.04
H 2.59 0.08 3.01 0.03
H 2.43 -1.62 2.54 0.03
H -0.39 -2.37 4.11 0.04
H -0.02 -2.95 2.47 0.02
H -1.55 -2.12 2.79 0.03
S 3.37 0.62 -2.05 -0.03
S 2.56 0.55 -3.97 -0.11
S 0.64 1.26 -3.80 -0.24
S -0.54 -0.32 -3.18 -0.13
N 1.50 3.73 -0.89 -0.03
C 2.92 3.69 -0.56 -0.35
C 3.60 5.07 -0.49 -0.14
C 5.13 5.07 -0.44 -0.19
C 5.83 4.26 -1.55 -0.15
N 5.76 2.81 -1.45 0.07
C 6.32 2.10 -0.49 -0.48
N 7.17 2.66 0.39 0.20
N 6.16 0.76 -0.48 0.18
C 3.18 2.82 0.70 -0.66
O 4.35 2.77 1.12 -0.02
O 2.18 2.21 1.18 -0.29
H 1.33 4.06 -1.83 0.08
H 0.98 4.32 -0.25 0.06
H 3.36 3.12 -1.38 0.06
H 3.22 5.62 0.37 0.12
H 3.28 5.63 -1.38 0.11
H 5.43 4.73 0.54 0.08
H 5.47 6.10 -0.55 0.11
H 6.89 4.54 -1.59 0.12
H 5.41 4.52 -2.52 0.13
H 5.02 2.30 -1.96 0.04
H 6.97 3.61 0.64 0.09
H 7.42 2.09 1.18 0.12
H 5.44 0.39 -1.10 -0.01
H 6.20 0.32 0.43 0.12
C 1.44 -8.75 0.88 -0.11
C 1.94 -7.40 1.35 -0.30
S 1.08 -6.02 0.62 0.65
O 1.56 -4.82 1.26 -0.31
O -0.33 -6.31 0.60 -0.29
C 1.65 -6.00 -1.08 -0.20
C 0.70 -5.20 -1.97 -0.13
N 0.37 -3.89 -1.42 0.05
C 1.25 -2.89 -1.19 -0.34
N 0.70 -1.90 -0.51 0.04
C -0.58 -2.28 -0.26 -0.14
C -0.81 -3.50 -0.80 -0.16
N -2.05 -4.19 -0.84 -0.32
O -2.91 -3.79 -0.06 0.07
O -2.21 -5.09 -1.64 0.07
C 2.66 -2.91 -1.64 0.00
H 1.93 -9.54 1.45 0.08
H 1.67 -8.92 -0.17 0.07
H 0.37 -8.84 1.02 0.08
H 3.00 -7.23 1.17 0.11
H 1.75 -7.25 2.42 0.11
H 1.70 -7.03 -1.43 0.10
H 2.66 -5.58 -1.06 0.10
H -0.23 -5.74 -2.10 0.11
H 1.16 -5.07 -2.95 0.14
H -1.28 -1.65 0.28 0.03
H 2.78 -3.48 -2.57 0.09
H 3.30 -3.34 -0.87 0.09
H 2.98 -1.88 -1.82 -0.01
N -1.54 3.12 -1.23 0.09
C -2.69 3.07 -1.41 -0.31
N -3.98 3.04 -1.60 -0.08
C -4.92 3.27 -0.50 -0.14
C -5.96 2.16 -0.41 -0.16
C -6.34 1.61 -1.80 -0.18
C -6.01 2.62 -2.90 -0.18
C -4.51 2.87 -2.97 -0.13
H -5.41 4.24 -0.66 0.12
H -4.34 3.34 0.42 0.10
H -6.84 2.56 0.09 0.11
H -5.56 1.36 0.22 0.07
H -7.39 1.35 -1.83 0.11
H -5.79 0.69 -2.01 0.09
H -6.54 3.56 -2.72 0.11
H -6.34 2.26 -3.87 0.12
H -4.29 3.75 -3.57 0.12
H -4.00 2.01 -3.42 0.12
C -5.27 -1.75 0.89 -0.03
N -4.67 -1.38 -0.38 -0.12
C -4.94 -1.98 -1.60 -0.07
C -4.06 -1.47 -2.49 -0.08
N -3.27 -0.57 -1.81 0.04
C -3.61 -0.53 -0.50 -0.79
S -2.85 0.37 0.72 0.58
H -6.32 -2.00 0.72 0.09
H -5.19 -0.90 1.57 0.06
H -4.75 -2.60 1.31 0.09
H -5.71 -2.72 -1.70 0.13
H -3.92 -1.68 -3.53 0.12
H -2.43 -0.12 -2.20 -0.05

---

102
Properties=species:S:1:pos:R:3:lowdin_charge:R:1 method="wB97M-V/def2-TZVPD" orbital_gap_ev=9.0 molar_mass_g_mol=763.16 total_charge=+1 homo_energy_ev=-11.88
C 0.04 -2.29 -2.10 0.03
C -0.86 -1.32 -2.18 -0.16
C -0.60 0.12 -1.88 -0.14
N 0.85 0.37 -1.58 0.02
C 1.36 1.50 -2.16 -0.36
N 1.65 1.46 -3.44 0.01
C 2.01 2.62 -4.26 -0.15
C 1.04 2.85 -5.38 -0.23
N 1.47 3.40 -6.43 0.13
C 1.64 0.17 -4.16 -0.17
N 2.80 -0.62 -3.76 -0.08
C 3.01 -1.73 -4.70 -0.10
N 1.57 2.67 -1.46 -0.22
P 3.27 3.11 -1.35 0.59
O 3.38 3.20 0.26 -0.38
I 3.14 5.52 -1.88 0.50
C 0.75 2.78 -0.24 -0.61
Cl -0.91 3.23 -0.73 0.73
C 0.84 1.56 0.68 -0.27
C -0.32 1.41 1.66 -0.22
C -0.38 2.56 2.67 -0.06
C 1.15 0.27 -0.13 -0.22
C 2.57 -0.24 0.11 -0.14
C 2.67 -1.07 1.39 -0.18
C 1.92 -2.40 1.30 -0.19
C 1.40 -2.94 2.66 -0.19
C -0.03 -3.48 2.52 -0.20
C -1.12 -2.39 2.61 -0.18
C -1.89 -2.11 1.31 -0.21
C -3.41 -2.13 1.47 -0.25
C -4.13 -1.29 0.43 -0.11
H 1.06 -2.12 -1.78 0.06
H -0.23 -3.30 -2.38 0.07
H -1.86 -1.57 -2.50 0.11
H -1.19 0.43 -1.02 0.10
H -0.90 0.71 -2.75 0.13
H 3.00 2.46 -4.69 0.14
H 2.05 3.53 -3.66 0.03
H 0.00 2.55 -5.24 0.13
H 0.73 3.55 -7.11 0.07
H 1.67 0.41 -5.23 0.13
H 0.72 -0.37 -3.97 0.11
H 3.60 0.00 -3.84 0.11
H 3.71 -2.43 -4.25 0.08
H 3.41 -1.40 -5.66 0.08
H 2.07 -2.26 -4.85 0.08
H 4.17 3.70 0.51 0.07
H 1.11 3.65 0.30 0.07
H 1.72 1.74 1.30 0.13
H -0.16 0.47 2.19 0.10
H -1.26 1.32 1.13 0.09
H -0.61 2.20 3.67 0.08
H 0.58 3.08 2.73 0.06
H -1.12 3.31 2.38 0.07
H 0.47 -0.50 0.24 0.12
H 3.28 0.59 0.13 0.09
H 2.84 -0.87 -0.74 0.11
H 2.33 -0.48 2.24 0.11
H 3.72 -1.28 1.56 0.12
H 1.06 -2.34 0.64 0.08
H 2.58 -3.16 0.88 0.12
H 2.04 -3.74 3.01 0.11
H 1.40 -2.15 3.41 0.10
H -0.14 -4.01 1.57 0.11
H -0.22 -4.23 3.29 0.11
H -1.83 -2.66 3.39 0.11
H -0.65 -1.46 2.96 0.09
H -1.63 -2.90 0.60 0.09
H -1.57 -1.16 0.85 0.07
H -3.72 -3.17 1.40 0.08
H -3.65 -1.76 2.47 0.11
H -4.03 -0.22 0.62 0.07
H -3.77 -1.51 -0.58 0.06
H -5.20 -1.51 0.43 0.07
O -3.22 -5.19 0.62 0.09
C -4.23 -5.71 0.21 -0.52
O -5.25 -5.87 1.06 0.01
C -6.54 -6.36 0.66 -0.23
C -6.59 -7.87 0.61 -0.06
C -4.33 -6.23 -1.20 0.02
H -6.84 -5.90 -0.28 0.11
H -7.22 -5.99 1.43 0.12
H -5.90 -8.27 -0.13 0.07
H -7.60 -8.20 0.36 0.08
H -6.31 -8.29 1.58 0.09
H -3.86 -7.21 -1.24 0.10
H -3.79 -5.55 -1.85 0.09
H -5.35 -6.32 -1.58 0.07
O 3.29 7.10 5.88 0.12
C 3.01 7.21 4.72 -0.52
O 1.88 6.63 4.26 0.00
C 1.40 6.80 2.94 -0.23
C 2.05 5.84 1.97 -0.09
C 3.93 7.93 3.75 0.01
H 1.50 7.84 2.61 0.12
H 0.33 6.59 3.00 0.13
H 3.13 6.00 1.90 0.07
H 1.63 5.94 0.97 0.04
H 1.90 4.81 2.31 0.06
H 4.72 7.25 3.46 0.09
H 4.37 8.78 4.28 0.09
H 3.44 8.31 2.86 0.07

---

104
Properties=species:S:1:pos:R:3:lowdin_charge:R:1 method="wB97M-V/def2-TZVPD" multiplicity=3 orbital_gap_ev="6.2 / 6.5" molar_mass_g_mol=862.79 total_charge=+4 s2=2.020 homo_energy_ev="-18.80 / -18.80"
W 0.05 1.73 -0.80 1.53
C -1.91 4.48 -0.59 -0.07
O -1.76 3.18 -1.16 -0.42
C -2.42 3.10 -2.43 -0.15
C -2.45 1.64 -2.85 -0.12
O -1.12 1.11 -2.68 -0.38
C -0.95 -0.10 -3.42 -0.05
H -2.95 4.66 -0.32 0.13
H -1.58 5.25 -1.30 0.09
H -1.29 4.53 0.31 0.09
H -1.85 3.71 -3.16 0.13
H -3.44 3.49 -2.36 0.17
H -2.75 1.56 -3.90 0.16
H -3.16 1.08 -2.23 0.14
H -0.80 0.13 -4.48 0.11
H -1.84 -0.74 -3.34 0.09
H -0.09 -0.63 -3.01 0.08
C -2.61 3.01 3.42 0.05
O -1.18 2.92 3.25 0.04
C -0.64 2.55 2.14 -0.56
O -1.22 2.19 1.11 -0.06
N 0.72 2.64 2.17 0.09
N 1.47 2.37 1.00 -0.02
H -2.84 4.06 3.61 0.12
H -2.86 2.44 4.31 0.11
H -3.14 2.64 2.55 0.10
H 1.18 2.88 3.05 0.20
H 2.08 1.56 1.17 0.11
H 2.09 3.18 0.82 0.13
N 1.44 1.59 -4.19 0.04
N 2.36 0.53 -4.16 -0.03
C 2.88 0.11 -3.01 -0.69
N 3.90 -0.73 -2.99 0.17
S 2.32 0.71 -1.48 0.72
H 0.85 1.50 -5.01 0.12
H 1.94 2.48 -4.28 0.08
H 2.77 0.20 -5.03 0.19
H 4.37 -1.06 -3.82 0.16
H 4.28 -1.03 -2.10 0.12
O 0.10 -0.03 0.60 -0.54
P -0.28 -1.46 1.11 1.00
C 0.82 -2.47 -0.02 -0.32
C 2.29 -2.12 0.22 -0.24
C 3.00 -3.00 1.24 -0.18
C 2.85 -4.47 0.86 -0.17
C 1.38 -4.85 0.78 -0.17
C 0.63 -3.98 -0.21 -0.17
C -2.15 -1.48 0.97 -0.31
C -2.96 -2.70 1.43 -0.16
C -3.15 -3.79 0.38 -0.17
C -3.66 -3.21 -0.92 -0.17
C -2.72 -2.12 -1.42 -0.19
C -2.61 -0.99 -0.40 -0.20
C 0.15 -1.52 2.93 -0.31
C 0.09 -2.93 3.52 -0.19
C -0.18 -2.91 5.03 -0.17
C -1.57 -2.35 5.32 -0.17
C -1.90 -1.13 4.47 -0.17
C -0.68 -0.53 3.77 -0.18
H 0.52 -1.98 -0.97 0.09
H 2.36 -1.07 0.53 0.05
H 2.81 -2.23 -0.74 0.10
H 2.60 -2.84 2.24 0.09
H 4.06 -2.73 1.27 0.12
H 3.36 -5.10 1.59 0.13
H 3.32 -4.64 -0.11 0.12
H 0.93 -4.79 1.77 0.10
H 1.29 -5.89 0.46 0.13
H -0.42 -4.24 -0.21 0.08
H 1.02 -4.21 -1.21 0.13
H -2.35 -0.67 1.68 0.11
H -3.96 -2.31 1.68 0.14
H -2.55 -3.13 2.34 0.09
H -3.86 -4.52 0.77 0.13
H -2.22 -4.33 0.21 0.09
H -4.66 -2.78 -0.76 0.13
H -3.75 -3.98 -1.68 0.13
H -3.13 -1.73 -2.35 0.10
H -1.73 -2.56 -1.61 0.11
H -3.60 -0.55 -0.28 0.14
H -1.91 -0.18 -0.73 0.06
H 1.19 -1.16 2.94 0.12
H 1.03 -3.44 3.36 0.09
H -0.70 -3.51 3.05 0.11
H 0.59 -2.33 5.54 0.13
H -0.11 -3.92 5.42 0.13
H -1.63 -2.12 6.39 0.12
H -2.32 -3.13 5.16 0.12
H -2.33 -0.35 5.11 0.12
H -2.68 -1.38 3.74 0.09
H -0.03 -0.13 4.55 0.13
H -0.99 0.31 3.14 0.07
S 0.77 3.87 -1.98 0.75
C 2.29 4.47 -2.56 -0.62
N 2.23 5.62 -3.26 0.08
C 3.31 6.24 -3.78 0.01
C 4.55 5.69 -3.62 0.02
C 4.67 4.50 -2.89 0.02
C 3.55 3.89 -2.37 -0.08
H 1.31 6.04 -3.39 0.17
H 3.15 7.17 -4.30 0.16
H 5.41 6.17 -4.06 0.14
H 5.65 4.07 -2.73 0.14
H 3.63 2.97 -1.81 0.05